Record 1
DFT (wB97M-V/def2-TZVPD) results for a structure of composition C41H47BiBr2Ge2N4O5S in a non-equilibrium geometry.

```
103
C41H47BiBr2Ge2N4O5S, DFT wB97M-V/def2-TZVPD
Bi 0.93673 -0.24923 -0.32927
C -4.12135 0.57071 -0.39743
C -3.64742 1.45168 0.76447
Ge -2.42405 0.36962 2.07410
C -3.42508 -0.38918 3.60495
C -2.76700 -0.15171 4.94817
C -1.10866 1.62511 2.72870
C -0.53377 2.68327 2.04137
Ge 0.89706 2.13749 0.90501
C 2.47737 2.25579 2.13568
C 2.52900 3.69254 2.66577
C 1.47495 3.43043 -0.56993
C 3.02965 3.60821 -0.66088
C -1.13655 4.01511 2.05175
C -0.57683 5.09800 1.33701
C -1.40077 6.21928 1.06571
C -2.68282 6.36683 1.63124
C -3.15587 5.34340 2.55566
C -2.39562 4.20661 2.72052
H -5.02143 1.06574 -0.82284
H -4.42512 -0.38957 -0.03799
H -3.36702 0.34884 -1.16702
H -4.52329 1.84343 1.36585
H -2.86883 2.13801 0.46830
H -3.65289 -1.43333 3.42889
H -4.39976 0.14895 3.52852
H -1.92174 -0.85298 5.09898
H -3.48346 -0.29402 5.73594
H -2.30691 0.85165 5.05600
H -0.61300 1.15714 3.61746
H 3.34905 1.91070 1.56215
H 2.25855 1.50609 2.89740
H 2.22803 4.50998 1.92247
H 3.53648 3.94499 2.89677
H 1.99695 3.82902 3.61378
H 0.93494 4.40671 -0.54585
H 1.16461 2.91465 -1.51329
H 3.38528 4.36753 -0.00075
H 3.26368 3.95244 -1.63927
H 3.58901 2.65387 -0.46046
H 0.49640 5.10536 1.14714
H -0.99631 7.08809 0.49734
H -3.27065 7.27954 1.46112
H -4.06697 5.49492 3.16279
H -2.66208 3.37953 3.32317
C -2.66034 -7.33306 -0.92808
N -1.32712 -6.86753 -1.24035
C -0.10054 -7.43739 -0.85518
C 0.89329 -6.57019 -1.26162
N 0.30976 -5.57851 -1.96981
C -1.10135 -5.64076 -1.87859
S -2.15713 -4.62534 -2.51773
H -2.82779 -8.34667 -1.37705
H -3.38982 -6.58835 -1.30386
H -2.86911 -7.52756 0.11631
H -0.01412 -8.44960 -0.44512
H 1.96271 -6.58345 -1.07808
H 0.79542 -4.90627 -2.48443
Br -3.64509 1.91035 -7.77709
C -2.73740 1.35990 -6.17527
C -1.79900 0.30584 -6.12372
C -1.16022 0.01126 -4.91504
C -1.51492 0.74014 -3.73586
C -2.48800 1.70674 -3.80863
C -3.19662 1.97512 -5.02023
C -0.75279 0.38253 -2.51587
O -0.95222 1.03305 -1.37163
O 0.10660 -0.53490 -2.60473
H -1.61472 -0.30340 -7.00517
H -0.41312 -0.75356 -4.90668
H -2.76668 2.31125 -2.94205
H -4.08825 2.62627 -5.02206
C -2.33695 -2.15505 0.75335
O -1.56577 -0.97215 1.15970
H -3.32999 -2.22267 1.32170
H -1.75673 -3.07352 0.95689
H -2.61341 -2.14461 -0.34214
N 2.01565 -6.01888 6.60536
C 2.03872 -5.10577 5.87767
C 2.28466 -3.91512 5.14783
C 2.43540 -3.91422 3.75704
C 2.40830 -2.71117 3.08166
N 2.24585 -1.53105 3.71618
C 2.15052 -1.52479 5.02241
C 2.09947 -2.70381 5.79399
H 2.47589 -4.85874 3.23388
H 2.56631 -2.70576 2.00446
H 2.20190 -0.55649 5.47308
H 1.99020 -2.68365 6.87769
Br 5.80942 1.12827 -1.24877
C 5.23364 0.65221 -3.01868
C 6.12246 0.82900 -4.09184
C 5.72203 0.58951 -5.40671
C 4.42610 0.19331 -5.72589
C 3.57645 -0.20614 -4.68289
C 3.96361 0.09594 -3.35166
C 3.06012 -0.31389 -2.26310
O 2.53350 -1.41022 -2.27652
O 2.83505 0.59132 -1.35542
H 7.21989 0.97952 -3.93501
H 6.42510 0.73845 -6.20688
H 4.05002 0.17204 -6.75148
H 2.62867 -0.76899 -4.84742
```

Summary:
Energy above the lowest of the compared OMol25 structures with the same formula, charge and spin = 80.7 kJ/mol
Kohn-Sham gap (spin up / spin down) = 6.086 / 6.916 eV
LUMO (spin up / spin down) = -0.7 / -0.7 eV
HOMO (spin up / spin down) = -6.8 / -7.6 eV
Strongest force on any atom = 3.83 eV Å⁻¹
DFT total energy = -329264.83862 eV



Record 2
DFT (wB97M-V/def2-TZVPD) results for a structure of composition C4H10NO2 in a non-equilibrium geometry.

```
17
C4H10NO2, DFT wB97M-V/def2-TZVPD
C 1.24268 -2.03063 -0.72759
C 0.36669 -0.68634 0.39107
C -1.73585 0.56182 -0.08272
C 0.34534 1.65845 0.68512
N -0.19523 0.61427 -0.21442
O -0.13597 -1.73327 -0.44039
O 1.69042 -0.87037 -0.00713
H 1.45770 -3.07522 -0.43274
H 1.67167 -2.02757 -1.83018
H -0.04905 -0.66911 1.35359
H -2.06539 0.78708 0.95621
H -2.06488 1.29744 -0.91002
H -2.21639 -0.40334 -0.15669
H 0.15494 1.53444 1.71488
H 1.50523 1.65733 0.45810
H -0.10569 2.54852 0.33486
H 0.13377 0.83651 -1.09193
```

Summary:
Energy above the lowest of the compared OMol25 structures with the same formula, charge and spin = 376.2 kJ/mol
Kohn-Sham gap = 11.986 eV
LUMO = -3.0 eV
HOMO = -15.0 eV
Strongest force on any atom = 6.07 eV Å⁻¹
Total charge = +1
DFT total energy = -9885.68845 eV



Record 3
DFT (wB97M-V/def2-TZVPD) results for an isolated molecule of C4H8N2 in a non-equilibrium geometry.

```
14
C4H8N2, DFT wB97M-V/def2-TZVPD
C 1.96758 0.38115 -0.26998
N 1.27621 -0.83266 0.19236
C 0.16217 -0.77760 -0.64844
C -0.84805 0.01623 -0.27516
C -2.20040 -0.13262 0.16335
N -1.13646 0.37480 1.08828
H 2.82093 0.11329 -0.89277
H 2.21484 1.02276 0.56916
H 1.22767 0.95043 -0.85671
H 0.91197 -0.69285 1.13902
H 0.30847 -1.15404 -1.65552
H -2.43327 -1.17289 0.35998
H -3.01485 0.52066 -0.11163
H -1.25680 1.38335 1.19806
```

Summary:
Energy above the lowest of the compared OMol25 structures with the same formula, charge and spin = 354.0 kJ/mol
Kohn-Sham gap = 9.567 eV
SMILES = CN/C=C1/CN1
LUMO = 1.0 eV
HOMO = -8.5 eV
Strongest force on any atom = 1.07 eV Å⁻¹
DFT total energy = -7254.20682 eV



Record 4
DFT (wB97M-V/def2-TZVPD) results for a cluster of 3 separate species, C19H36N4OP in total in a non-equilibrium geometry.

```
61
C19H36N4OP, DFT wB97M-V/def2-TZVPD
C 1.57339 -3.36101 1.37813
C 2.54407 -2.41332 0.66406
C 1.87077 -1.09795 0.23113
C 1.86830 -0.06601 1.38378
P 0.38006 0.90599 1.50450
N 0.58887 2.04835 2.71612
C -0.04430 1.77700 -0.01784
C -1.48132 1.59035 -0.52470
C -1.86868 0.13457 -0.87389
C -3.07933 -0.32704 -0.07339
N -3.47661 -1.70308 -0.36272
C -2.37156 -2.66499 -0.36586
C -4.59215 -2.19710 0.34298
C -5.38761 -1.25862 1.21287
O -4.88667 -3.37476 0.26689
H 0.60263 -3.37448 0.87339
H 1.96433 -4.37904 1.39628
H 1.40203 -3.05333 2.41401
H 3.38190 -2.18027 1.32523
H 2.91139 -2.91031 -0.23599
H 2.38987 -0.68138 -0.63411
H 0.85752 -1.34572 -0.10039
H 2.71200 0.62826 1.31941
H 1.95339 -0.59909 2.33898
H -0.66137 0.06147 1.89786
H 0.06854 1.83396 3.55992
H 0.30301 2.95923 2.36845
H 0.12471 2.83754 0.20909
H 0.69840 1.50778 -0.77576
H -1.54894 2.18952 -1.43608
H -2.19795 2.00935 0.18645
H -1.01184 -0.51337 -0.67796
H -2.06518 0.05410 -1.94194
H -2.88346 -0.15463 0.99952
H -3.91155 0.32684 -0.35002
H -1.63981 -2.42491 -1.13959
H -1.87524 -2.71661 0.61624
H -2.76590 -3.65463 -0.58900
H -5.59810 -0.29722 0.74663
H -6.32249 -1.75274 1.46620
H -4.82019 -1.06347 2.12872
N 3.38630 5.38390 2.59312
C 2.84145 4.36757 1.85833
C 2.96414 4.69879 0.53200
C 3.60542 5.96427 0.46783
C 3.85314 6.35742 1.75497
H 3.43730 5.41399 3.59448
H 2.42796 3.49580 2.33130
H 2.63823 4.10084 -0.30459
H 3.85908 6.51806 -0.41955
H 4.32267 7.24464 2.14250
N 0.76720 -3.45699 -4.14458
C 1.35777 -2.55918 -3.30267
C 0.47844 -1.52287 -3.12086
C -0.68526 -1.81005 -3.88705
C -0.47286 -3.01232 -4.50579
H 1.18504 -4.31353 -4.45939
H 2.34659 -2.72988 -2.91235
H 0.65130 -0.64946 -2.51382
H -1.57259 -1.20694 -3.98021
H -1.09629 -3.58335 -5.17126
```

Summary:
Energy above the lowest of the compared OMol25 structures with the same formula, charge and spin = 0.0 kJ/mol
Kohn-Sham gap = 7.969 eV
LUMO = -2.8 eV
HOMO = -10.8 eV
Strongest force on any atom = 1.01 eV Å⁻¹
Total charge = +1
DFT total energy = -37577.65206 eV



Record 5
DFT (wB97M-V/def2-TZVPD) results for a cluster of 2 separate species, C3H10NP in total in a non-equilibrium geometry.

```
15
C3H10NP, DFT wB97M-V/def2-TZVPD
C -1.95200 2.77713 0.04998
N -0.78929 1.93925 0.09378
P -0.48196 0.58258 0.83842
C 1.27474 0.51937 0.53925
H -2.75668 2.03291 0.20963
H -2.15268 3.38069 -0.86498
H -1.96942 3.45044 0.81709
H 1.32632 0.85582 -0.56498
H 1.67299 1.34030 1.17708
H 1.66722 -0.46199 0.62230
C 0.83170 -3.34045 -0.62772
H 1.40473 -4.05060 -1.23022
H 1.43182 -2.64648 -0.02504
H 0.34710 -2.49051 -1.09284
H 0.14540 -3.88848 0.05824
```

Summary:
Energy above the lowest of the compared OMol25 structures with the same formula, charge and spin = 217.1 kJ/mol
Kohn-Sham gap = 8.449 eV
SMILES = C/N=P/C.C
LUMO = 0.1 eV
HOMO = -8.4 eV
Strongest force on any atom = 3.86 eV Å⁻¹
DFT total energy = -14049.97841 eV



Q: Number 4 is which compound?
A: C19H36N4OP



Q: Which value of energy above the lowest of the compared OMol25 structures with the same formula, charge and spin does entry 5 give?
A: 217.1 kJ/mol